1.
C8H8N2 | wB97M-V/def2-TZVPD

Results
Multiplicity   1
Energy above the lowest of the compared OMol25 structures with the same formula, charge and spin   6.077 eV
Kohn-Sham gap (spin up / spin down)   8.06 / 6.33 eV

Positions of all 18 atoms, in Å:
C -0.1264 2.4378 -1.5919
C -1.0671 0.6030 -2.7872
C -0.5343 1.1059 0.8448
C -0.4252 0.4383 -0.2879
C -0.6064 1.1289 -1.5830
C -0.1586 2.1438 1.7264
C 0.2963 -1.5438 -1.5162
C -0.5194 -1.0258 -0.3361
N 0.2739 3.5291 -1.5360
N -1.3509 0.0201 -3.7567
H 0.6181 2.8468 1.3626
H 0.2159 1.6724 2.6463
H -0.9071 2.8110 1.9693
H 0.7919 -2.5315 -1.0778
H 1.0477 -0.8333 -1.6858
H -0.2289 -1.7449 -2.4702
H -0.1536 -1.4360 0.6186
H -1.5536 -1.3798 -0.4635

Atomic partial charges in e from the Mulliken method, atoms 1 to 4:
1. C 0.09
2. C 0.16
3. C -0.16
4. C 0.58



2.
C8H8N2O | wB97M-V/def2-TZVPD

Results
Multiplicity   1
Energy above the lowest of the compared OMol25 structures with the same formula, charge and spin   1.641 eV
Kohn-Sham gap   8.91 eV
SMILES   COc1ccc2c[nH]nc2c1

Positions of all 19 atoms, in Å:
C 3.3987 -0.9879 0.0204
C 1.3873 0.2859 -0.0123
C 0.8662 1.6252 -0.0309
C -0.4757 1.8336 -0.0001
C -1.3453 0.7048 0.0430
C -2.7230 0.5048 0.0282
C -0.8060 -0.6173 0.0221
C 0.6069 -0.8428 -0.0073
H 4.4811 -0.7952 0.0658
H 3.0846 -1.5432 0.9102
H 3.1687 -1.5940 -0.8633
H 1.5790 2.4488 -0.0545
H -0.8853 2.8488 -0.0149
H -3.5559 1.2062 0.0292
H -3.7820 -1.3199 -0.0998
H 0.9975 -1.8423 -0.0449
N -2.8950 -0.8252 -0.0164
N -1.7657 -1.5449 -0.0146
O 2.7603 0.2680 -0.0112

Atomic partial charges in e from the Mulliken method, atoms 1 to 4:
1. C -0.81
2. C 0.85
3. C -0.55
4. C -0.63



3.
C8H8N2O | wB97M-V/def2-TZVPD

Results
Multiplicity   1
Energy above the lowest of the compared OMol25 structures with the same formula, charge and spin   2.034 eV
Kohn-Sham gap   8.82 eV
SMILES   COc1ccc2c[nH]nc2c1

Positions of all 19 atoms, in Å:
C 0.4322 -1.7723 2.7447
C 0.3838 -1.0581 0.5082
C 0.4864 -1.4837 -0.8539
C 0.2458 -0.5830 -1.8472
C -0.1376 0.7602 -1.5722
C -0.5010 1.9470 -2.2162
C -0.3071 1.0832 -0.1646
C 0.0427 0.2186 0.8768
H 0.7796 -2.6739 3.2728
H 1.0102 -0.9427 3.0415
H -0.6049 -1.5108 2.9654
H 0.7618 -2.5201 -1.1505
H 0.4418 -0.9173 -2.8940
H -0.5561 2.0942 -3.3147
H -1.3958 3.7151 -1.4158
H 0.0745 0.6063 1.8986
N -0.9567 2.7943 -1.2445
N -0.8310 2.3061 -0.0221
O 0.6314 -2.0632 1.3876

Atomic partial charges in e from the Mulliken method, atoms 1 to 4:
1. C -0.85
2. C 0.98
3. C -0.54
4. C -0.45



4.
C8H8N2O | wB97M-V/def2-TZVPD

Results
Multiplicity   1
Energy above the lowest of the compared OMol25 structures with the same formula, charge and spin   6.465 eV
Kohn-Sham gap   5.12 eV

Positions of all 19 atoms, in Å:
C -0.7606 1.7500 -0.6922
C -0.8691 1.0888 -1.7214
C -0.4474 -1.9977 1.8385
C -1.0753 -0.7401 1.7414
C 1.0524 -0.6420 1.1734
C -0.3257 2.3182 0.4078
C -1.3426 0.3122 -2.8818
C 2.3677 -0.1647 0.5431
N 0.7949 -1.9028 1.4967
N -0.0783 0.0786 1.3341
O -0.0207 3.1110 1.1852
H -0.9549 -3.0435 2.0069
H -2.1608 -0.4527 1.9948
H -2.1898 -0.2422 -2.5372
H -1.6030 0.9643 -3.7507
H -0.4530 -0.2641 -3.1616
H 2.4226 1.0107 0.4913
H 3.2247 -0.6056 1.0647
H 2.4191 -0.5783 -0.5329

Atomic partial charges in e from the Mulliken method, atoms 1 to 4:
1. C 0.09
2. C 0.87
3. C -0.18
4. C -0.42



> Which value of energy above the lowest of the compared OMol25 structures with the same formula, charge and spin does entry 4 give?

6.465 eV



> Which formula does entry 1 have?

C8H8N2